# 1
Below is a structure of composition C29H34CsN3O8, with properties calculated with ωB97M-V with the def2-TZVPD basis set.

```
75
Properties=species:S:1:pos:R:3:forces:R:3
Cs 0.294006 1.401915 1.154843 1.59 -0.31 1.49
O -2.927719 0.023779 2.239215 -0.04 -0.38 0.54
C -2.705476 0.669532 1.198095 -1.16 -0.38 -0.17
O -2.125113 1.755941 1.109247 -1.74 1.05 -0.14
C -3.303882 0.048488 -0.111746 0.30 -0.01 0.58
C -3.143948 -1.467360 -0.030621 -0.90 -0.30 0.36
C -3.878355 -2.184472 -1.192261 0.03 -0.04 0.14
C -2.892974 -1.945830 -2.351636 0.23 -0.04 -0.11
C -1.870193 -1.030105 -1.650081 0.04 0.01 -0.95
O -1.781642 -1.642001 -0.375081 0.38 -0.14 0.29
C -2.547417 0.332984 -1.417593 0.37 0.40 -0.21
C -1.526011 1.524079 -1.449682 -1.06 -0.37 -0.96
O -0.347647 1.244516 -1.174149 0.36 -0.48 -1.81
O -1.966015 2.591528 -1.895003 -0.32 0.64 -0.13
H -4.347680 0.374803 -0.144145 0.02 -0.08 -0.06
H -3.347528 -1.867710 0.959679 0.08 0.07 -0.03
H -4.865115 -1.760279 -1.383962 -0.04 -0.01 0.06
H -3.988279 -3.251579 -0.973392 -0.07 0.08 -0.02
H -3.344952 -1.467760 -3.219255 -0.03 0.01 -0.07
H -2.418252 -2.877783 -2.671720 0.00 -0.01 -0.01
H -0.885122 -0.974408 -2.105498 0.02 0.06 0.03
H -3.263660 0.543676 -2.222324 0.14 -0.04 0.10
C 1.132573 -3.670415 0.006626 -0.04 0.21 0.15
N 1.764267 -3.993094 -1.253512 -0.18 -0.14 0.11
C 1.922162 -5.387747 -1.572664 0.05 -0.20 -0.21
C 2.070537 -5.586760 -3.075431 0.22 0.08 0.16
C 3.168080 -4.654986 -3.570768 -0.16 -0.24 0.02
N 2.797162 -3.307032 -3.238563 0.03 0.01 -0.20
C 3.344234 -2.235580 -4.030942 -0.01 0.12 0.09
C 2.277118 -2.967770 -1.997337 0.07 -0.22 -0.30
O 2.247664 -1.815706 -1.632480 -0.04 0.53 0.22
H 0.114030 -4.060130 0.028069 -0.04 0.01 0.00
H 1.089089 -2.586007 0.103257 -0.04 -0.17 0.07
H 1.696889 -4.093055 0.842094 0.03 0.01 0.07
H 1.045439 -5.932969 -1.205031 0.07 0.08 0.00
H 2.804013 -5.802738 -1.055205 -0.09 -0.04 -0.02
H 1.137512 -5.310285 -3.566836 -0.05 -0.05 -0.05
H 2.300824 -6.628636 -3.306376 0.00 0.00 0.03
H 3.284203 -4.733997 -4.658385 -0.03 0.06 0.12
H 4.136673 -4.929861 -3.117049 -0.05 -0.04 -0.08
H 3.050948 -2.363323 -5.076162 0.05 0.00 -0.01
H 4.438222 -2.195922 -3.963719 0.02 0.05 -0.04
H 2.929503 -1.307488 -3.640095 0.14 -0.01 -0.15
C -0.368510 2.259417 6.019845 0.07 -0.02 0.00
C 0.467282 3.258079 5.274454 -0.11 0.19 -0.06
C -0.167950 4.351008 4.701180 -0.07 -0.03 0.02
C 0.553038 5.296600 3.998391 0.09 0.12 0.04
C 1.914829 5.138784 3.845128 0.02 -0.01 -0.02
C 2.571129 4.037079 4.390917 -0.46 0.25 0.30
N 3.966907 3.993188 4.294656 0.19 0.60 -0.05
C 4.779335 2.942947 3.886578 0.32 -0.38 -0.09
C 6.152901 3.085803 4.104446 -0.02 0.05 0.06
C 7.032279 2.057180 3.823158 0.11 0.07 -0.08
C 6.553085 0.869275 3.297339 0.13 -0.17 -0.05
C 5.199634 0.746951 3.019528 0.05 -0.03 0.19
C 4.302740 1.765932 3.294915 -0.12 0.27 -0.13
C 2.877923 1.670837 2.726266 0.74 0.04 0.10
O 2.591095 2.606166 1.965181 0.64 0.93 -0.10
O 2.195496 0.679156 3.016318 0.36 -0.88 0.79
C 1.851480 3.107351 5.152593 0.13 0.02 0.00
C 2.550633 1.968745 5.831861 -0.01 0.01 0.08
H -1.404695 2.588692 6.056005 -0.05 -0.03 -0.03
H -0.020176 2.121297 7.044965 0.02 -0.06 0.04
H -0.336509 1.297441 5.512038 -0.02 -0.17 0.02
H -1.239547 4.453267 4.804059 -0.07 -0.02 -0.03
H 0.049176 6.151955 3.567506 0.01 0.01 -0.08
H 2.483608 5.861436 3.274863 0.07 0.00 -0.10
H 4.377798 4.902027 4.125017 -0.10 -0.22 0.03
H 6.526794 4.025474 4.498484 -0.02 -0.01 0.14
H 8.092736 2.189942 4.010607 -0.02 -0.01 0.00
H 7.234580 0.054491 3.085045 0.00 -0.02 -0.04
H 4.815077 -0.152327 2.561972 -0.09 -0.11 -0.04
H 3.600708 2.199045 6.001144 0.02 -0.01 0.06
H 2.489338 1.083465 5.199934 0.06 -0.16 0.03
H 2.084578 1.742164 6.789124 -0.02 0.00 0.09
```
Positions in Å, forces in eV/Å.

charge = -2
DFT total energy = -52026.039 eV
orbital gap = 5.7 eV
energy above the lowest of the compared OMol25 structures with the same formula, charge and spin = 68.2 kcal per mole
HOMO energy = -0.0682 Ha
E_LUMO = 3.833 eV

---

# 2
Below is the molecule C29H34F3N7O3, with properties calculated with ωB97M-V with the def2-TZVPD basis set.

```
76
Properties=species:S:1:pos:R:3:forces:R:3
C 2.307413 8.475912 0.070711 0.32 -0.17 0.00
C 3.767828 8.023277 0.186022 -0.14 0.18 0.03
N 4.055620 6.655340 -0.190139 0.01 -0.11 -0.03
C 3.825083 6.342589 -1.584253 0.22 -0.14 -0.10
C 4.459954 4.990933 -1.900718 -0.16 0.22 -0.17
N 3.850811 3.968966 -1.069926 0.13 -0.03 -0.06
C 4.337155 2.638457 -1.383209 0.13 0.23 -0.14
C 3.415915 1.582202 -0.835375 -0.07 -0.31 0.13
C 2.066917 1.877953 -0.661458 0.10 -0.05 -0.03
C 1.186649 0.938191 -0.169814 -0.01 -0.27 0.07
C 1.624267 -0.345091 0.149850 0.11 0.28 -0.01
C 0.622347 -1.307908 0.709073 0.17 0.12 -0.12
O -0.334024 -0.911079 1.347696 -0.16 0.03 0.05
N 0.884895 -2.607639 0.418213 0.32 -0.22 -0.19
C 0.160881 -3.752582 0.783670 -0.23 -0.34 0.10
C 0.507943 -4.966069 0.200641 0.07 0.17 -0.01
C -0.193265 -6.106044 0.549946 -0.05 0.17 0.07
C -1.240387 -6.074573 1.454414 -0.10 -0.08 -0.02
C -1.986185 -7.330695 1.799013 0.06 0.17 -0.01
C -1.592963 -4.844636 2.040912 0.48 -0.16 -0.24
N -2.597576 -4.798811 2.989885 -0.18 -0.35 0.26
C -3.309984 -3.565719 3.266455 0.00 0.06 -0.16
C -4.093784 -3.114743 2.058816 0.01 0.18 -0.05
C -3.772121 -1.994218 1.298519 -0.15 -0.24 0.20
N -4.464315 -1.672670 0.217316 -0.38 0.02 -0.42
C -5.478041 -2.460323 -0.129918 0.38 -0.09 0.47
N -6.154617 -2.051216 -1.266290 0.00 0.39 -0.38
C -7.226566 -2.646258 -1.868632 0.04 0.24 -0.19
O -7.782550 -3.650390 -1.513625 -0.16 -0.29 0.10
O -7.579013 -1.920781 -2.950484 0.32 0.18 0.18
C -8.688516 -2.422491 -3.682969 -0.26 -0.26 -0.04
C -5.796277 -3.599321 0.619233 -0.22 -0.03 -0.22
N -5.102839 -3.906849 1.694744 0.25 0.01 0.29
C -0.873435 -3.700838 1.703773 -0.17 0.14 0.12
C 2.966674 -0.656633 -0.015757 -0.07 0.10 -0.06
C 3.850630 0.296182 -0.507529 -0.01 -0.01 -0.03
C 5.294432 -0.086976 -0.679842 0.38 -0.13 -0.02
F 5.517871 -1.392891 -0.468219 -0.19 -0.21 0.10
F 5.755368 0.164733 -1.920359 -0.15 0.15 -0.17
F 6.116392 0.567332 0.163401 -0.06 0.17 0.16
C 4.064667 4.294444 0.330443 -0.24 0.14 0.21
C 3.433598 5.647534 0.642161 0.19 -0.20 0.07
H 1.664643 7.874727 0.709009 -0.13 -0.02 0.04
H 1.957174 8.395787 -0.955477 -0.11 0.02 -0.09
H 2.224513 9.514148 0.381160 -0.07 0.11 0.02
H 4.099208 8.145760 1.221640 0.04 0.07 -0.06
H 4.391903 8.665557 -0.442846 0.02 0.02 0.10
H 4.286062 7.116529 -2.201865 -0.03 0.01 -0.02
H 2.749981 6.286303 -1.827504 0.05 0.04 -0.05
H 4.284622 4.741645 -2.950331 0.04 -0.01 0.02
H 5.547827 5.056962 -1.728492 -0.03 0.01 -0.04
H 5.366363 2.493074 -1.016850 -0.12 0.01 -0.10
H 4.361008 2.529588 -2.473797 0.08 0.03 0.08
H 1.733934 2.871777 -0.914196 -0.06 0.09 -0.01
H 0.144152 1.175961 -0.021712 -0.08 0.03 0.02
H 1.658890 -2.793138 -0.204195 -0.15 0.16 0.09
H 1.314565 -5.019005 -0.516189 0.09 0.00 -0.09
H 0.079701 -7.048352 0.096895 0.01 -0.10 -0.03
H -3.040539 -7.245358 1.529491 -0.11 -0.07 0.02
H -1.568502 -8.176738 1.259445 -0.02 -0.07 -0.01
H -1.921525 -7.538977 2.866989 -0.06 -0.08 0.10
H -3.224113 -5.589713 2.943891 0.04 0.07 0.02
H -4.000742 -3.770885 4.088124 0.10 0.11 -0.06
H -2.610071 -2.791294 3.582417 -0.07 -0.03 0.08
H -2.949088 -1.337280 1.542759 0.14 -0.02 0.13
H -5.794814 -1.204090 -1.688339 -0.07 -0.15 0.07
H -8.475843 -3.426053 -4.056251 -0.04 0.09 0.00
H -8.839130 -1.731529 -4.508029 0.01 -0.03 0.04
H -9.576272 -2.463295 -3.049036 0.05 0.01 -0.08
H -6.607699 -4.256029 0.347201 -0.04 0.07 -0.09
H -1.109426 -2.755594 2.152976 -0.02 0.06 0.02
H 3.349583 -1.627052 0.264145 0.02 -0.05 0.01
H 3.603127 3.519876 0.947180 0.04 0.02 0.02
H 5.141969 4.337447 0.566478 -0.05 -0.03 0.01
H 3.605487 5.898631 1.690965 -0.04 -0.01 0.01
H 2.346204 5.574013 0.467953 0.03 0.00 0.07
```
Positions in Å, forces in eV/Å.

DFT total energy = -55352.878 eV
orbital gap = 8.1 eV
energy above the lowest of the compared OMol25 structures with the same formula, charge and spin = 0.0 kcal per mole
HOMO energy = -0.2840 Ha
E_LUMO = 0.368 eV

---

# 3
Below is a structure of composition C29H34HfN10O3S, with properties calculated with ωB97M-V with the def2-TZVPD basis set.

```
78
Properties=species:S:1:pos:R:3:forces:R:3
Hf 0.031986 0.177424 0.639167 0.24 -0.05 0.17
C 2.804943 -3.774458 -2.761939 0.01 -0.02 0.01
C 3.108453 -3.186527 -1.541611 -0.01 -0.01 0.00
C 2.135318 -2.511124 -0.814481 0.05 0.01 -0.03
C 0.841174 -2.379836 -1.313263 -0.09 0.05 -0.02
C 0.545048 -2.971412 -2.548478 0.06 -0.01 -0.04
C 1.507359 -3.676068 -3.252516 0.02 0.06 -0.03
N -0.142120 -1.621511 -0.628703 0.01 0.00 0.13
C -1.420505 -2.172419 -0.588342 0.02 -0.09 0.02
C -1.722068 -3.542507 -0.702222 0.07 0.07 0.01
C -3.028957 -3.970940 -0.674906 -0.09 -0.03 0.01
C -4.108350 -3.082552 -0.530183 0.07 0.00 0.00
C -3.848081 -1.745430 -0.388771 -0.02 0.00 0.04
C -2.516335 -1.309048 -0.400653 -0.08 0.07 0.08
N -2.125454 0.009344 -0.246899 -0.13 0.16 -0.09
N -2.948367 0.943141 -0.312013 0.18 0.10 0.01
C -2.294222 2.205153 -0.263986 -0.04 -0.04 -0.16
C -3.060300 3.343577 -0.426711 -0.06 -0.15 0.08
C -2.413555 4.566513 -0.488855 -0.09 0.06 -0.02
C -1.032972 4.600465 -0.417781 0.11 0.00 0.00
C -0.342729 3.411568 -0.257462 -0.05 -0.04 -0.04
N -0.955370 2.228213 -0.164772 -0.01 -0.05 0.10
H 3.556495 -4.334971 -3.302629 -0.01 0.01 0.00
H 4.105977 -3.279258 -1.130295 0.01 0.00 -0.01
H 2.386600 -2.072674 0.140996 -0.01 0.01 0.01
H -0.458093 -2.895233 -2.949666 -0.01 0.01 0.00
H 1.240969 -4.150128 -4.189689 0.01 0.01 0.01
H -0.922438 -4.261065 -0.812421 0.00 0.01 0.00
H -3.230418 -5.031321 -0.761859 0.00 0.00 0.00
H -5.122567 -3.453916 -0.513860 0.00 0.00 0.00
H -4.638411 -1.020305 -0.250716 0.01 0.00 0.00
H -4.133157 3.247513 -0.509467 0.00 0.00 0.01
H -2.982162 5.478296 -0.611883 0.00 0.00 0.00
H -0.486679 5.529949 -0.486232 0.00 0.00 0.00
H 0.737166 3.393397 -0.209426 0.00 0.03 0.02
N 4.283091 1.944352 -0.074898 0.03 0.06 -0.04
C 3.001527 1.677164 0.295912 -0.02 0.06 0.07
S 2.030223 0.810078 -0.899311 0.11 0.12 0.16
N 2.602881 2.114849 1.439200 -0.13 -0.16 -0.17
N 1.253566 1.871442 1.711264 0.10 0.12 0.09
C 0.803998 2.644052 2.638872 -0.10 -0.11 -0.04
C -0.554326 2.679117 3.142945 0.10 0.05 -0.02
C -0.952635 3.798768 3.882878 -0.05 0.02 0.05
C -2.240226 3.907332 4.368451 0.04 -0.01 -0.01
C -3.143075 2.872222 4.137352 -0.02 -0.03 -0.01
C -2.765924 1.741724 3.431767 0.01 0.07 0.04
C -1.473151 1.640093 2.925385 -0.01 -0.13 0.02
O -1.105903 0.543556 2.255318 0.04 0.02 -0.34
H 4.714274 1.345890 -0.754795 0.01 -0.03 0.04
H 4.881635 2.333247 0.637565 0.01 -0.01 0.00
H 1.509690 3.363323 3.049215 -0.02 0.02 0.01
H -0.233750 4.589120 4.064147 0.00 0.00 0.00
H -2.541128 4.779850 4.930362 0.00 0.00 0.00
H -4.152112 2.945278 4.521897 0.00 0.00 0.00
H -3.455439 0.925625 3.260391 -0.01 0.00 0.00
N 3.308508 0.308736 -4.477831 0.01 0.01 -0.02
C 1.945474 -0.246507 -4.112871 0.13 -0.04 -0.07
C 0.884052 0.848731 -4.203868 0.02 -0.06 0.00
N -0.343045 0.494264 -3.526680 0.10 0.23 -0.01
H 4.028867 -0.413670 -4.423485 -0.03 -0.01 -0.01
H 3.562301 1.054811 -3.825710 -0.05 0.00 0.06
H 3.322413 0.700097 -5.421617 -0.01 -0.01 0.00
H 2.053892 -0.627671 -3.099562 -0.07 -0.04 -0.02
H 1.756456 -1.079820 -4.785307 -0.02 -0.02 -0.02
H 0.678424 1.089525 -5.250123 -0.03 -0.03 0.01
H 1.270295 1.758876 -3.735153 0.01 0.00 0.01
H -0.156633 0.388800 -2.536510 -0.19 -0.20 0.01
H -0.769750 -0.350677 -3.883812 0.03 -0.02 0.01
N 0.275466 -3.235794 4.555711 0.01 -0.03 0.05
C 1.288661 -2.292377 3.982762 0.06 -0.08 -0.05
C 0.690744 -1.811445 2.658404 -0.14 0.04 -0.02
O -0.408143 -2.273644 2.342088 -0.01 -0.03 0.09
O 1.351846 -0.942147 2.017813 -0.12 0.05 -0.09
H 0.638420 -4.176768 4.696154 -0.02 -0.01 0.01
H -0.475494 -3.241725 3.815460 0.06 0.05 -0.01
H -0.114750 -2.905553 5.436654 -0.01 -0.03 0.00
H 2.232955 -2.807301 3.826261 0.00 0.01 0.00
H 1.447642 -1.457676 4.659832 0.00 0.02 -0.03
```
Positions in Å, forces in eV/Å.

charge = +2
DFT total energy = -63802.645 eV
orbital gap = 6.0 eV
energy above the lowest of the compared OMol25 structures with the same formula, charge and spin = 3.1 kcal per mole
HOMO energy = -0.4397 Ha
E_LUMO = -5.941 eV